Below is a cluster of 4 separate species, C11H31O5PSi in total at a distorted geometry, with properties calculated with the ωB97M-V functional and the def2-TZVPD basis.

Geometry (Å):
C: -0.86 3.77 2.27
C: 0.30 3.52 2.89
Si: 1.45 4.96 3.25
P: 1.87 5.93 1.25
O: 1.71 4.73 0.15
O: 0.45 6.77 1.03
H: -1.08 3.30 1.31
H: -1.60 4.46 2.67
H: 0.55 2.49 3.10
H: 2.70 4.49 3.88
H: 0.83 6.01 4.10
H: 1.38 3.91 0.55
H: 0.39 7.47 1.70
C: 1.02 -2.06 0.94
C: 0.95 -0.77 1.74
C: -0.49 -0.38 2.03
O: 1.61 0.28 1.02
H: 0.52 -1.95 -0.03
H: 2.06 -2.33 0.73
H: 0.55 -2.89 1.48
H: 1.50 -0.89 2.67
H: -1.03 -0.20 1.10
H: -0.52 0.56 2.59
H: -1.00 -1.15 2.59
H: 1.14 0.39 0.18
C: 2.09 -3.42 -3.19
C: 2.63 -4.42 -2.18
C: 4.07 -4.12 -1.82
O: 2.53 -5.75 -2.71
H: 2.67 -3.47 -4.12
H: 1.06 -3.66 -3.45
H: 2.13 -2.40 -2.81
H: 2.01 -4.40 -1.28
H: 4.71 -4.18 -2.70
H: 4.45 -4.84 -1.10
H: 4.17 -3.12 -1.39
H: 3.07 -5.79 -3.50
C: -4.29 -0.29 -2.53
C: -3.98 -0.57 -1.07
C: -4.74 0.38 -0.15
O: -2.58 -0.45 -0.84
H: -3.99 0.73 -2.80
H: -3.74 -0.97 -3.18
H: -5.36 -0.39 -2.74
H: -4.25 -1.60 -0.83
H: -4.44 1.41 -0.35
H: -4.50 0.17 0.89
H: -5.81 0.29 -0.29
H: -2.32 0.45 -1.04

Properties
- M (g/mol) = 302.424
- largest force on an atom (eV Å⁻¹) = 1.97
- frontier orbital gap (Eh) = 0.29695
- structure (SMILES) = C=C[SiH2]P(O)O.CC(C)O.CC(C)O.CC(C)O
- HOMO energy (eV) = -8.12
- ΔE to the lowest compared entry with this formula, charge and spin (kJ/mol) = 64.31